This record from the OMol25 dataset describes C31H48N8O3PS2Sr as an isolated structure. The level of theory is wB97M-V/def2-TZVPD.

Last column: Löwdin charge in e.
Atoms and positions in Å:
1 Sr 0.3248 0.4171 0.9273  1.274
2 S -0.4907 -0.0592 -2.1885  0.528
3 S -1.4015 2.8417 -2.5327  0.858
4 P 2.2738 -1.7512 -0.3321  0.990
5 O 3.7434 2.2820 -0.6976  -0.016
6 O -0.6252 -1.5954 1.7746  -0.298
7 O 1.5899 2.1219 -0.1408  -0.278
8 N -2.0866 0.2048 0.2170  -0.127
9 N 3.3223 -4.3384 -0.1613  -0.156
10 N 0.2588 4.7672 0.1819  -0.001
11 N -0.8441 1.7617 3.0554  -0.330
12 N 2.4168 0.5166 2.8451  -0.316
13 N -2.1849 1.3343 -0.6014  -0.100
14 N 4.7457 -2.6611 -1.2605  -0.155
15 N 2.7673 -3.5396 -2.4156  -0.154
16 C -1.4305 1.2734 -1.6533  -1.153
17 C 1.6608 5.0532 -0.1300  -0.283
18 C 1.8508 -2.4768 -1.9871  -0.364
19 C -2.9597 -1.8043 1.1712  -0.104
20 C -5.3844 2.1804 -4.8148  -0.098
21 C 4.1338 -3.0381 -2.5331  -0.202
22 C 2.4733 -3.3742 0.5502  -0.327
23 C 3.6721 1.0478 2.3177  -0.080
24 C -1.7572 -2.2119 1.8436  -0.405
25 C -4.0910 2.6371 -4.6231  -0.060
26 C -4.2482 -0.4980 -0.6388  -0.023
27 C 4.0793 -1.4871 -0.6807  -0.320
28 C -3.0422 -0.6415 0.2551  -0.285
29 C -2.1235 1.1103 3.3251  -0.088
30 C -1.8439 -3.3835 2.6468  -0.042
31 C 0.2180 1.1502 3.8540  -0.224
32 C -3.0313 1.7439 -4.4770  -0.297
33 C -4.1746 -3.6882 2.1638  -0.130
34 C 2.3131 4.1406 -1.1771  -0.119
35 C 4.6693 -3.8065 -0.3589  -0.209
36 C 2.5977 2.7390 -0.6367  -0.679
37 C -0.9527 3.1954 3.2887  -0.086
38 C -3.0068 -4.0970 2.8081  -0.122
39 C -1.6358 2.2470 -4.2299  -0.464
40 C 1.6188 1.6128 3.4095  -0.217
41 C -4.5937 -0.0815 -4.7111  -0.093
42 C -3.2961 0.3792 -4.5240  -0.054
43 C 2.7611 -4.6547 -1.4746  -0.204
44 C -4.1216 -2.5662 1.3611  -0.071
45 C 2.7026 -0.5112 3.8361  -0.088
46 C -5.6408 0.8149 -4.8577  -0.110
47 H 0.0694 1.3315 4.9300  0.128
48 H -6.1964 2.8892 -4.9235  0.094
49 H -5.1000 -4.2367 2.2813  0.083
50 H 1.6401 4.0447 -2.0349  0.101
51 H 0.1455 0.0717 3.6926  0.088
52 H 1.8494 -1.6721 -2.7252  0.060
53 H 3.2979 -0.1096 4.6727  0.092
54 H 0.1720 3.7547 0.2160  0.028
55 H 5.0834 -3.5217 0.6115  0.121
56 H -1.7272 3.6063 2.6428  0.093
57 H 4.1866 -0.6241 -1.3418  0.090
58 H -1.2124 3.4065 4.3391  0.090
59 H 2.2408 4.9946 0.7981  0.103
60 H 1.7882 -0.9470 4.2347  0.082
61 H -5.1382 -0.2613 -0.0504  0.084
62 H -0.8931 1.4732 -4.4209  0.041
63 H -2.0443 0.0404 3.1385  0.070
64 H -4.7843 -1.1476 -4.7329  0.099
65 H 0.8299 -2.8634 -1.9451  0.079
66 H 4.5865 -1.2219 0.2503  0.070
67 H 3.2556 4.5706 -1.5188  0.103
68 H -0.3181 5.0473 -0.6048  0.042
69 H 4.2852 0.2242 1.9526  0.074
70 H -3.8950 3.7021 -4.5659  0.109
71 H -6.6522 0.4544 -4.9994  0.092
72 H -4.0892 0.2983 -1.3598  0.061
73 H -4.4382 -1.4283 -1.1742  0.086
74 H 1.7259 6.0928 -0.4619  0.098
75 H -0.9272 -3.6889 3.1386  0.100
76 H -2.4809 -0.3189 -4.3805  0.085
77 H 3.2711 -1.3130 3.3642  0.079
78 H 4.2381 1.5741 3.1032  0.094
79 H 3.4902 1.7129 1.4764  0.058
80 H -5.0284 -2.2594 0.8567  0.091
81 H 3.3567 -5.4645 -1.9061  0.119
82 H 1.4813 -3.8047 0.7084  0.086
83 H 5.2858 -4.6067 -0.7787  0.119
84 H 1.5234 2.3680 2.6217  0.099
85 H 4.7459 -3.8275 -2.9793  0.119
86 H -1.4177 3.1102 -4.8610  0.072
87 H -2.8799 1.5169 2.6552  0.091
88 H -2.4407 1.2743 4.3674  0.092
89 H 2.1578 2.0915 4.2429  0.126
90 H -3.0126 -4.9807 3.4373  0.091
91 H 4.1385 -2.1727 -3.1980  0.126
92 H -0.0270 3.7104 3.0399  0.074
93 H 2.8964 -3.1917 1.5426  0.076
94 H 1.7353 -5.0053 -1.3457  0.125

Atoms 1-2, force components in eV/Å:
0.0 -0.2 -0.7
0.0 0.0 0.0

Output
E_tot ... -3042.46781 hartree
Total charge ... -1
ΔE to the lowest compared entry with this formula, charge and spin ... 18.06 kcal/mol
Largest force on an atom ... 0.014 Eh/bohr
E_HOMO ... -4.73 eV



This record from the OMol25 dataset describes an isolated molecule of C3H6N4O in a non-equilibrium geometry. The level of theory is wB97M-V/def2-TZVPD.

Last column: natural (NBO) charge in e.
Atoms and positions in Å:
1 O 0.5863 -0.9981 0.2414  -0.406
2 N -1.9062 -0.3033 -0.3434  -0.485
3 N -0.9505 0.6956 -0.0278  -0.257
4 N 2.6424 0.4179 -0.3192  -0.166
5 N 2.1368 -0.9216 0.1360  -0.196
6 C 1.4562 1.1610 0.2086  -0.052
7 C -3.2465 0.0231 0.0666  -0.429
8 C 0.2291 0.3607 0.1724  0.376
9 H -3.2006 0.3794 1.1280  0.194
10 H -1.5227 -1.2919 -0.3394  0.395
11 H -4.0304 -0.8975 -0.1184  0.215
12 H 1.7590 2.1935 -0.2312  0.251
13 H 2.2794 -1.6881 -0.7171  0.358
14 H -4.0666 0.8000 -0.4584  0.203

Atoms 1-2, force components in eV/Å:
2.7 2.0 -0.5
1.9 0.3 -0.6

Output
SMILES ... CN/N=c1/cn[nH]o1
E_tot ... -411.90528 hartree
ΔE to the lowest compared entry with this formula, charge and spin ... 190.55 kcal/mol
Largest force on an atom ... 0.192 Eh/bohr
E_HOMO ... -8.21 eV



This record from the OMol25 dataset describes an isolated molecule of C7H12N2OS in a non-equilibrium geometry. The level of theory is wB97M-V/def2-TZVPD.

Last column: natural (NBO) charge in e.
Atoms and positions in Å:
1 S -1.4234 1.0189 1.9953  0.254
2 O -0.0657 2.4888 -0.7659  -0.607
3 N 1.6767 1.6773 0.4768  -0.601
4 N -1.1234 -0.2654 1.0110  -0.626
5 C -0.4859 -0.3786 -1.6391  -0.466
6 C -2.1715 -0.6540 0.1098  -0.257
7 C 2.2311 0.4260 0.9263  -0.204
8 C 1.5328 -0.6161 0.0403  -0.465
9 C -1.5230 -1.3588 -1.0739  -0.381
10 C 0.3601 0.1239 -0.5262  0.128
11 C 0.5857 1.5639 -0.3272  0.605
12 H 2.0031 0.2599 1.9866  0.187
13 H 1.9886 2.5629 0.8366  0.411
14 H 0.1178 -0.8811 -2.4001  0.224
15 H 3.3180 0.4149 0.8024  0.197
16 H -2.2645 -1.6364 -1.8220  0.217
17 H -0.9938 0.4765 -2.0927  0.239
18 H 2.1901 -0.9351 -0.7752  0.217
19 H -1.0156 -2.2616 -0.7290  0.201
20 H -2.8350 -1.3411 0.6501  0.215
21 H 1.2347 -1.4994 0.6040  0.242
22 H -0.5600 0.6227 2.9558  0.094
23 H -2.7769 0.1920 -0.2436  0.176

Atoms 1-2, force components in eV/Å:
0.0 0.4 0.5
-0.3 0.0 -0.1

Output
E_tot ... -856.81337 hartree
ΔE to the lowest compared entry with this formula, charge and spin ... 52.87 kcal/mol
Largest force on an atom ... 0.061 Eh/bohr
E_HOMO (spin up / spin down) ... -7.73 / -7.73 eV



This record from the OMol25 dataset describes C4H3N as an isolated structure in a non-equilibrium geometry. The level of theory is wB97M-V/def2-TZVPD.

Last column: natural (NBO) charge in e.
Atoms and positions in Å:
1 N 2.2474 1.6389 3.5799  -0.391
2 C 0.2851 -0.3368 0.0075  -0.381
3 C 1.8075 1.3926 2.5503  0.266
4 C 0.7499 0.7238 0.9791  0.110
5 C -0.3870 0.8876 0.4094  -0.210
6 H -1.2219 1.3360 0.0994  0.228
7 H 0.8294 -0.6195 -0.9118  0.201
8 H -0.0892 -1.2295 0.5104  0.177

Atoms 1-2, force components in eV/Å:
0.3 0.2 0.3
2.1 -2.9 0.9

Output
E_tot ... -208.74887 hartree
ΔE to the lowest compared entry with this formula, charge and spin ... 95.97 kcal/mol
Largest force on an atom ... 0.112 Eh/bohr
E_HOMO ... -10.62 eV



This record from the OMol25 dataset describes an isolated molecule of C6H4O2 in a non-equilibrium geometry. The level of theory is wB97M-V/def2-TZVPD.

Last column: natural (NBO) charge in e.
Atoms and positions in Å:
1 O -0.6569 1.8368 -0.1547  -0.499
2 O -0.0032 -2.1667 -0.1105  -0.492
3 C -1.7749 -0.5313 -0.0160  -0.121
4 C -2.9399 -0.2203 0.0121  -0.100
5 C -0.3798 -1.0101 -0.0986  0.495
6 C 2.0305 -0.4040 -0.0005  -0.225
7 C 0.4678 1.4497 -0.0340  0.402
8 C 0.7499 0.0122 -0.0368  -0.242
9 H -3.9282 0.0904 0.1719  0.233
10 H 1.3399 2.1103 0.0984  0.116
11 H 2.2695 -1.4675 -0.0178  0.232
12 H 2.8253 0.3006 0.1867  0.201

Atoms 1-2, force components in eV/Å:
-0.4 1.2 -0.1
-1.5 0.2 -0.2

Output
SMILES ... C#CC(=O)C(=C)C=O
E_tot ... -381.38909 hartree
ΔE to the lowest compared entry with this formula, charge and spin ... 56.46 kcal/mol
Largest force on an atom ... 0.031 Eh/bohr
E_HOMO ... -9.83 eV



This record from the OMol25 dataset describes an isolated molecule of C22H27F3N2O4. The level of theory is wB97M-V/def2-TZVPD.

Last column: natural (NBO) charge in e.
Atoms and positions in Å:
1 F -2.0111 4.2929 0.3263  -0.323
2 F -0.5768 3.2911 1.5696  -0.338
3 F -2.2845 2.2212 0.8205  -0.324
4 O 2.1276 -0.3128 -4.0056  -0.613
5 O 2.3978 -1.7736 -1.2818  -0.536
6 O 0.4909 0.5785 2.4343  -0.738
7 O 0.0985 -2.9183 -2.5907  -0.504
8 N 0.2642 -0.2299 -2.6854  -0.640
9 N -1.1545 -1.9860 3.4550  -0.626
10 C 3.0210 0.3687 -0.2529  -0.653
11 C -0.5600 2.7497 -0.7328  -0.137
12 C -2.9881 -0.4064 3.2033  -0.391
13 C 0.9373 3.3947 -2.4780  -0.193
14 C -0.8319 -3.2822 0.8831  -0.216
15 C 0.2668 -2.8298 -1.2221  0.203
16 C 0.2459 1.0986 -2.2772  0.243
17 C -0.5289 1.4357 -1.1677  -0.240
18 C 1.2252 -0.8627 -3.4198  0.683
19 C 3.4347 -1.0433 -0.6571  -0.060
20 C -0.6031 0.4755 3.3289  -0.084
21 C 0.1723 3.7390 -1.3779  -0.202
22 C 0.9773 2.0894 -2.9315  -0.246
23 C -0.7970 -3.3529 -0.4937  -0.239
24 C 1.0367 -2.3792 -3.4866  -0.155
25 C 1.2875 -2.1785 0.8489  -0.286
26 C 0.2096 -2.6717 1.5653  -0.020
27 C 1.3459 -2.2465 -0.5378  0.303
28 C -3.2931 -0.1757 4.6800  -0.614
29 C -1.3596 3.1276 0.4780  0.978
30 C 0.1484 -2.4989 3.0575  -0.236
31 C -1.5121 -0.6947 2.8975  -0.079
32 H -2.7183 0.6585 5.0749  0.199
33 H -1.0915 0.6765 -0.6444  0.232
34 H 3.8292 -1.6001 0.2016  0.171
35 H -1.6745 -3.6688 1.4327  0.228
36 H -3.5686 -1.2598 2.8503  0.212
37 H 1.5816 1.8220 -3.7824  0.257
38 H -4.3492 0.0520 4.8047  0.216
39 H -1.6039 -3.8035 -1.0503  0.227
40 H 4.2127 -0.9942 -1.4239  0.202
41 H -1.4029 -0.7831 1.8106  0.213
42 H 2.0231 -2.8428 -3.3838  0.218
43 H -1.2011 -1.9442 4.4679  0.356
44 H 0.1349 4.7568 -1.0227  0.226
45 H 3.8539 0.8579 0.2449  0.215
46 H 2.7565 0.9427 -1.1373  0.220
47 H 2.0891 -1.7121 1.3964  0.224
48 H -3.2930 0.4703 2.6301  0.205
49 H 0.9137 1.4333 2.5691  0.477
50 H 2.1660 0.3517 0.4197  0.226
51 H -3.0708 -1.0627 5.2677  0.198
52 H 0.9806 -1.8520 3.3765  0.178
53 H 0.6454 -2.6245 -4.4805  0.215
54 H -0.2356 0.3137 4.3541  0.155
55 H -1.1835 1.4041 3.3153  0.174
56 H -0.4110 -0.8296 -2.2274  0.416
57 H 0.2682 -3.4733 3.5452  0.206
58 H 1.5083 4.1533 -2.9901  0.220

Atoms 1-2, force components in eV/Å:
0.0 0.1 -0.2
0.2 0.0 0.1

Output
SMILES ... CCOc1cc(CN[C@@H](CC)CO)ccc1OCC(=O)Nc1cccc(C(F)(F)F)c1
E_tot ... -1564.62123 hartree
ΔE to the lowest compared entry with this formula, charge and spin ... 0.93 kcal/mol
Largest force on an atom ... 0.013 Eh/bohr
E_HOMO ... -8.18 eV